(1)
Computed, not measured: 12 unconnected molecules or ions with the total composition C12H48O12 in a non-equilibrium geometry, with ωB97M-V with the def2-TZVPD basis set.

Last columns: bonded neighbours and bond lengths (Å).
Geometry (Å):
1 C 7.912 7.063 9.633  O2 1.453, H3 1.091, H4 1.083, H5 1.111
2 O 7.235 7.026 10.918  C1 1.453, H6 0.960
3 H 8.531 7.951 9.495  C1 1.091
4 H 8.623 6.247 9.582  C1 1.083
5 H 7.152 6.977 8.828  C1 1.111
6 H 7.862 7.369 11.559  O2 0.960
7 C 11.934 12.817 11.503  O8 1.435, H9 1.109, H10 1.104, H11 1.099
8 O 13.025 11.990 11.074  C7 1.435, H12 0.980
9 H 11.295 12.381 12.298  C7 1.109
10 H 12.407 13.766 11.813  C7 1.104
11 H 11.334 13.152 10.646  C7 1.099
12 H 12.834 11.031 11.135  O8 0.980
13 C 13.484 8.461 11.542  O14 1.427, H15 1.111, H16 1.077, H17 1.081
14 O 12.588 9.424 10.989  C13 1.427, H18 0.994
15 H 12.958 7.955 12.379  C13 1.111
16 H 13.779 7.683 10.858  C13 1.077
17 H 14.377 8.970 11.879  C13 1.081
18 H 12.033 8.959 10.307  O14 0.994
19 C 9.135 11.445 5.765  O20 1.445, H21 1.088, H22 1.095, H23 1.081
20 O 8.407 10.557 6.642  C19 1.445, H24 0.955
21 H 9.160 12.415 6.259  C19 1.088
22 H 10.144 11.020 5.747  C19 1.095
23 H 8.766 11.534 4.752  C19 1.081
24 H 7.488 10.801 6.553  O20 0.955
25 C 13.871 12.255 7.923  O26 1.465, H27 1.104, H28 1.100, H29 1.075
26 O 14.272 11.583 6.685  C25 1.465, H30 0.946
27 H 13.512 13.270 7.677  C25 1.104
28 H 13.039 11.712 8.394  C25 1.100
29 H 14.676 12.355 8.628  C25 1.075
30 H 14.730 12.224 6.160  O26 0.946
31 C 15.184 8.811 8.387  O32 1.404, H33 1.106, H34 1.096, H35 1.095
32 O 15.933 9.476 7.403  C31 1.404, H36 0.956
33 H 15.255 9.233 9.407  C31 1.106
34 H 14.116 8.737 8.153  C31 1.096
35 H 15.575 7.793 8.487  C31 1.095
36 H 15.345 10.104 6.986  O32 0.956
37 C 11.105 5.581 10.987  O38 1.407, H39 1.105, H40 1.092, H41 1.109
38 O 12.442 5.223 11.239  C37 1.407, H42 0.945
39 H 10.392 5.026 11.623  C37 1.105
40 H 10.936 6.621 11.274  C37 1.092
41 H 10.825 5.478 9.919  C37 1.109
42 H 12.533 4.284 11.285  O38 0.945
43 C 13.457 5.639 8.047  O44 1.415, H45 1.079, H46 1.098, H47 1.088
44 O 12.173 6.188 7.821  C43 1.415, H48 0.966
45 H 14.096 5.783 7.190  C43 1.079
46 H 13.886 6.221 8.873  C43 1.098
47 H 13.431 4.573 8.258  C43 1.088
48 H 11.670 5.788 7.100  O44 0.966
49 C 11.039 9.399 7.995  O50 1.456, H51 1.112, H52 1.085, H53 1.118
50 O 11.106 8.365 9.018  C49 1.456, H54 0.978
51 H 10.956 10.367 8.537  C49 1.112
52 H 12.001 9.447 7.496  C49 1.085
53 H 10.183 9.362 7.278  C49 1.118
54 H 11.478 7.588 8.556  O50 0.978
55 C 9.427 5.805 6.562  O56 1.442, H57 1.105, H58 1.098, H59 1.073
56 O 10.542 5.125 5.952  C55 1.442, H60 0.969
57 H 9.541 6.902 6.487  C55 1.105
58 H 8.443 5.525 6.164  C55 1.098
59 H 9.421 5.527 7.599  C55 1.073
60 H 10.582 5.279 4.996  O56 0.969
61 C 6.592 10.358 10.126  O62 1.403, H63 1.098, H64 1.089, H65 1.116
62 O 5.738 9.269 9.895  C61 1.403, H66 0.955
63 H 7.614 10.155 9.782  C61 1.098
64 H 6.119 11.175 9.583  C61 1.089
65 H 6.665 10.688 11.190  C61 1.116
66 H 5.992 8.523 10.435  O62 0.955
67 C 9.739 9.344 12.287  O68 1.430, H69 1.075, H70 1.088, H71 1.108
68 O 8.846 10.083 13.124  C67 1.430, H72 0.952
69 H 10.767 9.650 12.362  C67 1.075
70 H 9.555 8.332 12.639  C67 1.088
71 H 9.428 9.392 11.224  C67 1.108
72 H 8.929 10.991 12.848  O68 0.952

Summary:
* structure (SMILES): CO.CO.CO.CO.CO.CO.CO.CO.CO.CO.CO.CO
* HOMO-LUMO gap: 9.8826 eV
* ΔE to the lowest compared entry with this formula, charge and spin: 5.022 eV
* DFT total energy: -1388.66466 hartree



(2)
Computed, not measured: 12 unconnected molecules or ions with the total composition C12H48O12 in a non-equilibrium geometry, with ωB97M-V with the def2-TZVPD basis set.

Last columns: bonded neighbours and bond lengths (Å).
Geometry (Å):
1 C 4.285 2.106 -3.913  O2 1.411, H3 1.090, H4 1.090, H5 1.090
2 O 4.730 0.969 -3.207  C1 1.411, H6 0.960
3 H 3.498 2.032 -4.664  C1 1.090
4 H 3.876 2.864 -3.245  C1 1.090
5 H 5.078 2.672 -4.403  C1 1.090
6 H 5.607 1.207 -2.897  O2 0.960
7 C 5.810 3.973 5.055  O8 1.421, H9 1.090, H10 1.090, H11 1.090
8 O 5.746 4.723 6.260  C7 1.421, H12 0.960
9 H 4.878 3.640 4.597  C7 1.090
10 H 6.270 4.571 4.269  C7 1.090
11 H 6.449 3.108 5.232  C7 1.090
12 H 5.092 5.425 6.260  O8 0.960
13 C -2.230 -5.014 -6.140  O14 1.398, H15 1.090, H16 1.090, H17 1.090
14 O -1.538 -3.856 -5.773  C13 1.398, H18 0.960
15 H -3.308 -4.854 -6.117  C13 1.090
16 H -2.021 -5.242 -7.185  C13 1.090
17 H -1.949 -5.806 -5.447  C13 1.090
18 H -0.597 -4.041 -5.734  O14 0.960
19 C -0.573 -6.858 0.162  O20 1.396, H21 1.090, H22 1.090, H23 1.090
20 O 0.604 -6.821 0.913  C19 1.396, H24 0.960
21 H -1.375 -7.314 0.742  C19 1.090
22 H -0.961 -5.852 0.007  C19 1.090
23 H -0.404 -7.353 -0.795  C19 1.090
24 H 1.268 -7.438 0.595  O20 0.960
25 C 0.114 3.297 6.263  O26 1.433, H27 1.090, H28 1.090, H29 1.090
26 O -0.408 3.740 5.004  C25 1.433, H30 0.960
27 H 0.975 3.908 6.534  C25 1.090
28 H -0.600 3.462 7.070  C25 1.090
29 H 0.527 2.294 6.154  C25 1.090
30 H 0.119 3.308 4.328  O26 0.960
31 C 3.624 -4.522 -3.531  O32 1.427, H33 1.090, H34 1.090, H35 1.090
32 O 3.407 -3.445 -4.443  C31 1.427, H36 0.960
33 H 4.705 -4.664 -3.547  C31 1.090
34 H 3.349 -4.052 -2.587  C31 1.090
35 H 2.966 -5.348 -3.800  C31 1.090
36 H 3.905 -2.697 -4.104  O32 0.960
37 C -6.270 2.073 2.196  O38 1.417, H39 1.090, H40 1.090, H41 1.090
38 O -5.670 1.680 3.418  C37 1.417, H42 0.960
39 H -7.343 1.922 2.310  C37 1.090
40 H -5.987 3.098 1.956  C37 1.090
41 H -5.888 1.396 1.432  C37 1.090
42 H -5.952 2.248 4.139  O38 0.960
43 C -2.783 -2.987 5.226  O44 1.419, H45 1.090, H46 1.090, H47 1.090
44 O -4.126 -2.897 4.775  C43 1.419, H48 0.960
45 H -2.559 -2.216 5.963  C43 1.090
46 H -2.697 -3.969 5.692  C43 1.090
47 H -2.087 -2.780 4.414  C43 1.090
48 H -4.411 -2.002 4.579  O44 0.960
49 C -5.275 3.974 -3.444  O50 1.403, H51 1.090, H52 1.090, H53 1.090
50 O -4.460 4.916 -2.798  C49 1.403, H54 0.960
51 H -4.660 3.088 -3.287  C49 1.090
52 H -6.203 3.742 -2.922  C49 1.090
53 H -5.563 4.048 -4.493  C49 1.090
54 H -4.986 5.541 -2.294  O50 0.960
55 C 3.372 -2.512 4.506  O56 1.455, H57 1.090, H58 1.090, H59 1.090
56 O 2.898 -3.849 4.825  C55 1.455, H60 0.960
57 H 3.625 -1.852 5.337  C55 1.090
58 H 4.253 -2.669 3.883  C55 1.090
59 H 2.678 -2.034 3.816  C55 1.090
60 H 2.691 -4.233 3.969  O56 0.960
61 C -1.083 5.576 -6.671  O62 1.466, H63 1.090, H64 1.090, H65 1.090
62 O -0.191 5.626 -5.509  C61 1.466, H66 0.960
63 H -1.247 4.554 -7.014  C61 1.090
64 H -2.094 5.914 -6.444  C61 1.090
65 H -0.637 6.110 -7.509  C61 1.090
66 H -0.674 5.305 -4.744  O62 0.960
67 C 0.066 0.112 -0.650  O68 1.389, H69 1.090, H70 1.090, H71 1.090
68 O 0.953 0.698 0.245  C67 1.389, H72 0.960
69 H 0.444 -0.875 -0.916  C67 1.090
70 H -0.962 -0.074 -0.338  C67 1.090
71 H 0.055 0.712 -1.559  C67 1.090
72 H 1.859 0.496 0.001  O68 0.960

Summary:
* structure (SMILES): CO.CO.CO.CO.CO.CO.CO.CO.CO.CO.CO.CO
* HOMO-LUMO gap: 10.1178 eV
* ΔE to the lowest compared entry with this formula, charge and spin: 8.091 eV
* DFT total energy: -1388.55188 hartree